1.
DFT (wB97M-V/def2-TZVPD) results for a molecular structure, C15H21N3O5PdSe.

The geometry in XYZ format:
```
46
C15H21N3O5PdSe | the Open Molecules 2025 dataset | wB97M-V/def2-TZVPD
Pd 0.221 0.034 -1.103
O 1.247 4.229 -1.987
C 0.316 3.361 -1.556
O -0.078 2.451 -2.242
C -0.245 3.827 -0.225
O -0.707 2.815 0.628
C 0.259 2.360 1.581
C 1.237 1.352 0.964
O 1.398 0.275 1.561
O 1.750 1.708 -0.145
H 1.529 3.931 -2.864
H -1.103 4.458 -0.482
H 0.501 4.455 0.265
H -0.290 1.889 2.391
H 0.817 3.216 1.979
C -0.407 -3.145 -2.661
C 0.936 -2.956 -2.075
C 1.918 -3.968 -1.815
C 2.999 -3.328 -1.300
C 2.655 -1.927 -1.252
C 3.490 -0.838 -0.718
N 1.407 -1.730 -1.731
H -0.485 -4.105 -3.170
H -0.631 -2.333 -3.353
H -1.166 -3.097 -1.875
H 1.792 -5.019 -2.024
H 3.945 -3.742 -0.990
H 4.551 -1.057 -0.846
H 3.275 -0.725 0.352
H 3.229 0.122 -1.155
C -0.534 -2.053 1.551
N -1.444 -0.953 1.813
C -1.704 -0.422 3.057
C -2.604 0.568 2.890
N -2.881 0.631 1.538
C -3.750 1.597 0.886
C -2.170 -0.306 0.882
Se -2.235 -0.617 -0.959
H 0.159 -2.124 2.384
H 0.034 -1.831 0.652
H -1.092 -2.981 1.426
H -1.205 -0.779 3.940
H -3.054 1.241 3.596
H -4.101 2.301 1.636
H -4.596 1.088 0.430
H -3.183 2.124 0.123
```

HOMO level (spin up / spin down)	-0.2745 / -0.2792	hartree
2S+1	3
energy relative to the best compared isomer or geometry (same formula, charge and spin)	0.0000	eV
gap between HOMO and LUMO (spin up / spin down)	8.1 / 6.2	eV
DFT total energy	-3653.94748	Ha
<S²>	2.014



2.
DFT (wB97M-V/def2-TZVPD) results for a gas-phase ion, C4H7N2 (charge +1) in a non-equilibrium geometry.

The geometry in XYZ format:
```
13
C4H7N2 | the Open Molecules 2025 dataset | wB97M-V/def2-TZVPD
N 1.999 -0.259 0.128
C 0.702 -0.114 0.026
C -0.108 1.147 0.012
C -1.516 0.591 0.109
C -1.507 -0.793 0.066
N -0.121 -1.155 0.012
H 2.494 0.490 -0.126
H 2.563 -1.165 -0.037
H 0.108 1.630 -1.017
H -0.111 1.970 0.869
H -2.293 1.356 0.047
H -2.245 -1.544 0.053
H 0.036 -2.153 -0.143
```

SMILES	[NH2+]=C1CC=CN1
HOMO level	-0.4990	hartree
energy relative to the best compared isomer or geometry (same formula, charge and spin)	1.5214	eV
gap between HOMO and LUMO	9.6	eV
total charge	+1
DFT total energy	-265.85257	Ha



3.
DFT (wB97M-V/def2-TZVPD) results for a gas-phase ion, C2H2NO2S (charge -1) in a non-equilibrium geometry.

The geometry in XYZ format:
```
8
C2H2NO2S | the Open Molecules 2025 dataset | wB97M-V/def2-TZVPD
C -0.281 0.267 -0.426
C 0.587 0.112 0.718
N 1.124 0.190 -0.839
O 0.932 -1.438 -2.970
O -0.775 -0.893 -1.024
S 0.808 -1.362 -1.514
H -0.619 1.199 -0.827
H 0.637 -0.960 0.801
```

HOMO level	-0.1084	hartree
energy relative to the best compared isomer or geometry (same formula, charge and spin)	5.3421	eV
gap between HOMO and LUMO	6.9	eV
total charge	-1
DFT total energy	-680.71090	Ha



4.
DFT (wB97M-V/def2-TZVPD) results for 3 unconnected molecules or ions with the total composition CH9N3O2 in a non-equilibrium geometry.

The geometry in XYZ format:
```
15
CH9N3O2 | the Open Molecules 2025 dataset | wB97M-V/def2-TZVPD
C -1.435 0.758 0.191
N -0.818 0.312 1.403
O -1.822 -0.319 -0.669
H -1.480 -0.101 -1.547
H -0.066 -0.347 1.205
H -1.489 -0.196 1.970
H -2.322 1.355 0.439
H -0.753 1.429 -0.344
N 1.455 0.045 -1.127
N 2.056 0.611 -0.218
O 0.806 -1.807 -0.224
H -0.097 -1.816 -0.579
H 1.438 -1.439 -1.102
H 1.591 1.278 0.422
H 2.935 0.237 0.181
```

HOMO level	-0.3359	hartree
energy relative to the best compared isomer or geometry (same formula, charge and spin)	4.1745	eV
gap between HOMO and LUMO	9.8	eV
DFT total energy	-358.11814	Ha



5.
DFT (wB97M-V/def2-TZVPD) results for a gas-phase ion, C7H8FIN (charge +1).

The geometry in XYZ format:
```
18
C7H8FIN | the Open Molecules 2025 dataset | wB97M-V/def2-TZVPD
F 3.502 -0.655 1.033
C 2.164 -0.750 0.860
C 1.717 0.223 -0.230
N 0.236 0.269 -0.231
C -0.394 1.234 0.452
C -1.780 1.255 0.499
C -2.505 0.281 -0.175
C -1.827 -0.713 -0.879
I -2.807 -2.208 -1.938
C -0.438 -0.690 -0.887
H 1.881 -1.765 0.581
H 1.633 -0.511 1.784
H 2.040 -0.090 -1.216
H 2.095 1.221 -0.042
H 0.194 1.980 0.956
H -2.273 2.045 1.039
H -3.584 0.282 -0.177
H 0.150 -1.411 -1.429
```

SMILES	FCC[n+]1cccc(I)c1
HOMO level	-0.4923	hartree
gap between HOMO and LUMO	8.6	eV
total charge	+1
DFT total energy	-723.59518	Ha



6.
DFT (wB97M-V/def2-TZVPD) results for a molecular structure, C33H50N5PtS2Si2.

The geometry in XYZ format:
```
93
C33H50N5PtS2Si2 | the Open Molecules 2025 dataset | wB97M-V/def2-TZVPD
Pt 0.252 0.242 0.442
N -0.522 1.789 4.373
C -0.388 1.497 3.073
S 0.239 -0.099 2.697
N -0.765 2.414 2.209
N -0.527 2.056 0.926
C -0.604 2.928 -0.028
C -0.983 4.340 0.195
C -2.229 4.660 0.727
C -2.578 5.986 0.918
C -1.681 6.997 0.599
C -0.433 6.682 0.081
C -0.086 5.356 -0.129
C -0.175 2.452 -1.359
C -0.233 3.249 -2.487
C 0.375 2.813 -3.659
C 1.070 1.619 -3.651
C 1.051 0.847 -2.501
N 0.385 1.218 -1.413
H -0.229 1.139 5.080
H -0.814 2.714 4.641
H -2.918 3.870 0.992
H -3.551 6.232 1.322
H -1.955 8.032 0.755
H 0.270 7.467 -0.162
H 0.886 5.109 -0.539
H -0.726 4.209 -2.435
H 0.332 3.422 -4.551
H 1.612 1.271 -4.518
H 1.581 -0.094 -2.432
C 4.058 -3.719 -0.470
Si 5.245 -2.307 -0.195
C 6.244 -2.011 -1.746
C 6.362 -2.698 1.248
C 4.411 -0.646 0.216
C 5.261 0.422 0.496
C 4.781 1.687 0.815
C 3.415 1.868 0.846
N 2.572 0.871 0.581
C 3.044 -0.350 0.279
S 1.742 -1.506 -0.017
H 4.650 -4.615 -0.678
H 3.398 -3.552 -1.322
H 3.443 -3.923 0.407
H 6.814 -2.904 -2.010
H 6.952 -1.190 -1.621
H 5.595 -1.768 -2.590
H 6.912 -3.623 1.060
H 5.785 -2.832 2.165
H 7.095 -1.910 1.427
H 6.335 0.268 0.470
H 5.449 2.506 1.038
H 2.970 2.825 1.094
C -0.831 -1.964 -2.592
C -2.056 -1.486 -1.804
C -3.181 -2.503 -2.110
C -2.513 -0.148 -2.409
Si -1.804 -1.320 0.109
C -1.477 -3.068 0.935
C -2.833 -3.776 1.155
C -0.643 -4.037 0.075
C -0.787 -3.030 2.305
C -3.358 -0.441 0.898
C -3.286 -0.528 2.432
C -3.503 1.043 0.532
C -4.697 -1.074 0.463
H -1.114 -2.075 -3.643
H -0.447 -2.920 -2.251
H -0.012 -1.260 -2.546
H -3.403 -2.440 -3.180
H -4.107 -2.305 -1.577
H -2.884 -3.529 -1.909
H -2.473 -0.220 -3.501
H -1.898 0.701 -2.110
H -3.545 0.076 -2.141
H -3.432 -3.862 0.251
H -3.433 -3.298 1.927
H -2.621 -4.792 1.500
H -1.132 -4.312 -0.853
H -0.519 -4.961 0.649
H 0.356 -3.669 -0.150
H -1.277 -2.369 3.016
H 0.261 -2.736 2.220
H -0.805 -4.043 2.721
H -2.396 -0.047 2.830
H -3.304 -1.554 2.795
H -4.156 -0.017 2.856
H -2.616 1.622 0.739
H -4.316 1.463 1.133
H -3.770 1.188 -0.513
H -4.772 -2.141 0.648
H -4.912 -0.887 -0.588
H -5.493 -0.589 1.038
```

HOMO level	-0.3930	hartree
gap between HOMO and LUMO	6.9	eV
total charge	+1
DFT total energy	-3055.84370	Ha